Here is the molecule C5H9O5 in a non-equilibrium geometry from the OMol25 dataset. Energies are from wB97M-V/def2-TZVPD.

Results
Frontier orbital gap (spin up / spin down)   10.361 / 8.600 eV
Molecular weight   149.12 g/mol
E_tot   -15563.63166 eV
HOMO level (spin up / spin down)   -0.359 / -0.362 Ha
Spin multiplicity   2
Charge   0

Element x y z (Å)
H (2.220976, -0.634994, -0.881530)
C (1.353401, -0.538519, -1.546243)
C (0.076964, -0.661620, -0.776346)
O (-0.878058, -1.192128, -1.264984)
C (0.039426, -0.054984, 0.612091)
C (0.322774, 1.436532, 0.551322)
C (-1.324849, -0.323117, 1.243700)
O (-2.322191, 0.471359, 0.644759)
O (1.037709, -0.708724, 1.409640)
O (0.833952, -2.031278, 1.421105)
O (1.445339, 0.708567, -2.188391)
H (1.420272, -1.334496, -2.298297)
H (-0.389828, 1.921444, -0.116385)
H (0.241702, 1.880430, 1.541671)
H (1.332913, 1.607994, 0.177891)
H (-1.546422, -1.391607, 1.117509)
H (-1.289399, -0.098443, 2.314921)
H (-3.211705, 0.077972, 0.759677)
H (0.637022, 0.865613, -2.722111)

Forces on the atoms, in the same order (eV/Å):
H -0.14 0.17 -0.13
C 1.02 -0.60 -0.51
C 0.15 -0.22 -0.11
O -0.59 -0.25 -0.26
C -1.43 0.58 -0.12
C 0.63 -0.08 0.15
C -0.56 -0.78 0.51
O -0.68 0.23 -0.27
O 0.16 -1.00 0.36
O 0.28 1.15 -0.06
O -0.64 0.90 -0.49
H -0.20 -0.12 0.28
H 0.04 -0.11 0.10
H -0.09 -0.02 0.08
H -0.09 0.08 -0.04
H 0.07 0.23 0.07
H 0.31 -0.05 0.04
H 1.03 0.17 -0.06
H 0.72 -0.28 0.43

Results of the natural (NBO) charge analysis, in e, for atoms 1 through 5: 0.20 -0.17 0.56 -0.49 0.09